[1]
97
Properties=species:S:1:pos:R:3:lowdin_charge:R:1 method="wB97M-V/def2-TZVPD" de_lowest_kcal_mol=0.7 charge=-1 gap_ha=0.165
Y 0.713 -0.677 0.216 1.457
N -1.495 1.463 3.534 0.203
C -1.009 2.630 2.968 -0.181
C -0.892 3.918 3.480 -0.013
C -0.276 4.846 2.671 -0.094
C 0.236 4.504 1.410 -0.075
C 0.122 3.223 0.913 -0.013
C -0.538 2.279 1.703 -0.208
N -0.734 0.909 1.506 0.098
C -1.260 0.484 2.625 -0.286
C -1.430 -0.936 2.881 -0.311
C -2.076 -1.563 3.898 -0.337
S -1.855 -3.249 3.756 1.048
C -0.917 -3.013 2.358 -0.440
N -0.778 -1.770 2.005 -0.015
H -1.499 1.296 4.531 0.152
H -1.224 4.169 4.479 0.113
H -0.128 5.854 3.036 0.104
H 0.785 5.247 0.846 0.105
H 0.578 2.946 -0.024 0.096
H -2.642 -1.120 4.700 0.082
H -0.461 -3.818 1.801 0.082
N 0.391 -4.378 -6.724 0.101
C 1.013 -3.574 -5.762 -0.346
C 1.508 -2.312 -6.095 -0.044
C 2.116 -1.517 -5.138 -0.062
C 2.249 -1.981 -3.837 -0.280
C 1.793 -3.250 -3.505 -0.064
C 1.179 -4.042 -4.459 -0.049
S 2.944 -0.966 -2.568 0.581
O 3.834 -0.036 -3.204 -0.295
O 3.425 -1.863 -1.548 -0.322
N 1.696 -0.234 -1.868 -0.206
C 0.894 0.699 -2.439 -0.472
N 0.972 1.122 -3.702 0.149
C 0.023 1.979 -4.069 -0.133
C -1.003 2.403 -3.241 -0.052
C -0.994 1.907 -1.944 -0.132
N -0.043 1.086 -1.539 0.048
H 0.013 -3.857 -7.500 0.082
H -0.312 -4.992 -6.340 0.084
H 1.394 -1.942 -7.107 0.110
H 2.471 -0.527 -5.388 0.107
H 1.920 -3.603 -2.489 0.102
H 0.818 -5.031 -4.196 0.110
H 0.079 2.341 -5.091 0.108
H -1.769 3.080 -3.587 0.096
H -1.754 2.167 -1.217 0.118
C -4.250 -3.649 -0.881 -0.074
C -4.219 -3.036 -2.274 -0.170
C -2.811 -2.604 -2.738 -0.308
C -2.887 -1.973 -4.136 -0.165
C -1.549 -1.431 -4.609 -0.048
C -1.961 -3.860 -2.808 -0.415
O -2.141 -4.737 -3.627 0.089
N -0.979 -3.982 -1.853 0.225
C -0.540 -2.931 -1.066 -0.564
O 0.492 -3.098 -0.373 -0.077
N -1.164 -1.756 -1.031 0.107
C -2.296 -1.537 -1.759 -0.453
O -2.916 -0.490 -1.683 0.073
H -5.274 -3.878 -0.582 0.074
H -3.837 -2.966 -0.135 0.077
H -3.682 -4.581 -0.834 0.076
H -4.837 -2.137 -2.305 0.120
H -4.609 -3.737 -3.014 0.121
H -3.624 -1.170 -4.081 0.120
H -3.266 -2.736 -4.820 0.118
H -1.183 -0.639 -3.951 0.065
H -1.628 -1.004 -5.611 0.086
H -0.783 -2.209 -4.648 0.059
H -0.380 -4.793 -1.903 0.159
C 2.032 -0.079 1.936 -0.180
C 2.154 0.808 2.791 -0.234
C 2.172 1.836 3.760 -0.206
C 2.760 3.105 3.356 -0.176
C 3.529 3.157 2.169 -0.050
C 4.052 4.337 1.677 -0.114
C 3.849 5.546 2.336 -0.139
C 3.097 5.525 3.503 -0.130
C 2.567 4.345 4.001 -0.080
C 1.558 1.531 5.026 -0.179
C 0.863 0.299 5.211 -0.077
C 0.188 -0.019 6.373 -0.143
C 0.158 0.851 7.463 -0.151
C 0.898 2.024 7.346 -0.130
C 1.584 2.349 6.189 -0.058
H 3.698 2.235 1.627 0.096
H 4.633 4.308 0.761 0.093
H 4.267 6.469 1.954 0.080
H 2.898 6.450 4.036 0.091
H 1.929 4.410 4.868 0.076
H 0.886 -0.420 4.402 0.085
H -0.309 -0.985 6.435 0.085
H -0.365 0.600 8.377 0.076
H 0.963 2.706 8.188 0.090
H 2.188 3.242 6.201 0.078



[2]
99
Properties=species:S:1:pos:R:3:lowdin_charge:R:1 method="wB97M-V/def2-TZVPD" de_lowest_kcal_mol=16.3 charge=+1 gap_ha=0.303
Ta 0.092 -0.080 1.210 1.541
O 0.311 2.172 4.610 0.119
C 0.598 2.149 3.441 -0.545
O 0.590 1.034 2.736 -0.271
C 1.016 3.399 2.709 -0.124
C 1.236 4.513 3.521 -0.002
C 1.633 5.723 2.986 -0.045
C 1.818 5.838 1.614 -0.049
C 1.601 4.741 0.801 -0.086
C 1.194 3.512 1.327 -0.293
P 0.922 2.193 0.087 1.039
C -0.432 2.863 -0.936 -0.340
C -1.261 3.847 -0.396 -0.085
C -2.398 4.264 -1.072 -0.060
C -2.715 3.719 -2.306 -0.067
C -1.891 2.748 -2.855 -0.070
C -0.766 2.312 -2.173 -0.114
C 2.477 2.289 -0.847 -0.384
C 2.557 2.622 -2.193 -0.088
C 3.792 2.656 -2.828 -0.072
C 4.949 2.358 -2.124 -0.072
C 4.874 2.039 -0.775 -0.065
C 3.644 2.008 -0.140 -0.122
H 1.087 4.395 4.585 0.124
H 1.801 6.573 3.633 0.113
H 2.129 6.777 1.177 0.113
H 1.744 4.842 -0.268 0.116
H -1.028 4.295 0.560 0.100
H -3.035 5.017 -0.628 0.113
H -3.599 4.048 -2.835 0.110
H -2.130 2.315 -3.818 0.110
H -0.162 1.526 -2.600 0.073
H 1.666 2.875 -2.752 0.096
H 3.848 2.930 -3.873 0.108
H 5.910 2.389 -2.620 0.108
H 5.774 1.824 -0.214 0.111
H 3.600 1.787 0.921 0.091
Cl 4.304 -5.992 0.254 0.708
C 3.080 -4.788 0.279 -0.714
C 3.380 -3.495 0.705 -0.706
Cl 4.963 -3.090 1.220 0.730
C 2.379 -2.534 0.711 -0.558
Cl 2.701 -0.927 1.289 0.802
C 1.072 -2.798 0.287 -0.485
O 0.142 -1.887 0.255 -0.317
C 0.787 -4.119 -0.107 -0.621
Cl -0.830 -4.472 -0.574 0.756
C 1.777 -5.094 -0.121 -0.716
Cl 1.396 -6.682 -0.648 0.721
C -2.851 2.180 2.628 -0.026
C -3.512 1.682 1.378 -0.219
C -4.805 2.066 1.050 -0.051
C -5.415 1.600 -0.105 -0.078
C -4.742 0.725 -0.941 -0.056
C -3.448 0.308 -0.652 -0.217
C -2.752 -0.678 -1.549 -0.039
C -2.828 0.813 0.504 -0.274
N -1.546 0.425 0.819 -0.144
H -3.586 2.594 3.317 0.086
H -2.132 2.971 2.401 0.076
H -2.303 1.388 3.140 0.071
H -5.340 2.735 1.713 0.112
H -6.422 1.912 -0.348 0.105
H -5.227 0.356 -1.838 0.114
H -3.010 -0.491 -2.592 0.082
H -3.054 -1.701 -1.309 0.085
H -1.670 -0.625 -1.439 0.032
C 0.774 -3.742 4.036 0.031
N -0.624 -3.467 3.699 -0.016
C -1.611 -4.363 3.959 -0.016
C -2.892 -4.124 3.606 0.022
C -3.153 -2.883 2.953 -0.348
N -2.181 -2.015 2.702 0.216
C -0.940 -2.298 3.050 -0.450
O 0.026 -1.509 2.804 -0.150
N -4.380 -2.543 2.554 0.197
H 0.807 -4.581 4.725 0.100
H 1.212 -2.864 4.501 0.108
H 1.336 -3.985 3.133 0.093
H -1.302 -5.270 4.458 0.141
H -3.669 -4.844 3.811 0.118
H -5.181 -3.109 2.767 0.120
H -4.511 -1.639 2.127 0.118
N 1.055 -0.255 -1.543 0.167
C 1.034 -0.881 -2.517 -0.229
N 1.004 -1.576 -3.624 -0.067
C 0.212 -2.814 -3.681 -0.095
C 1.159 -4.004 -3.727 -0.180
O 2.082 -3.863 -4.789 -0.110
C 2.904 -2.727 -4.613 -0.178
C 2.069 -1.455 -4.626 -0.092
H -0.403 -2.787 -4.583 0.137
H -0.437 -2.858 -2.806 0.093
H 0.609 -4.928 -3.899 0.136
H 1.695 -4.088 -2.772 0.114
H 3.624 -2.724 -5.429 0.134
H 3.450 -2.803 -3.661 0.131
H 1.605 -1.322 -5.606 0.135
H 2.673 -0.578 -4.398 0.131